97
Properties=species:S:1:pos:R:3 method="wB97M-V/def2-TZVPD" homo_energy_ev="-0.74 / -0.96" total_charge=-2 spin_multiplicity=2
Ru -0.3023 0.1354 -0.0461
C -5.1136 0.5932 1.0017
C -4.8352 1.1817 -0.3517
C -5.9151 1.5139 -1.1551
C -5.7393 2.0179 -2.4332
C -4.4485 2.1560 -2.9067
C -3.3342 1.8577 -2.1248
C -1.9891 2.0715 -2.7688
C -3.5036 1.3935 -0.7993
N -2.4548 1.0754 0.0777
C -2.4664 1.7019 1.2840
O -3.0678 2.7534 1.5437
C -1.8199 0.9056 2.3720
C -2.5949 0.5396 3.4342
C -2.2698 -0.5676 4.2322
C -1.2389 -1.3744 3.7696
C -0.4045 -0.9591 2.7561
N -0.5266 0.3265 2.2007
C 0.3772 -1.9904 2.0380
O 0.8168 -2.9871 2.6322
N 0.3674 -1.8185 0.7063
C 0.4245 -2.9943 -0.0651
C 1.6293 -3.4955 -0.5698
C 2.9084 -2.7849 -0.2390
C 1.6089 -4.6530 -1.3369
C 0.4222 -5.3227 -1.5891
C -0.7650 -4.8415 -1.0602
C -0.7815 -3.6891 -0.2849
C -2.0466 -3.1814 0.3524
H -6.1031 0.1317 1.0180
H -5.0778 1.3746 1.7638
H -4.3664 -0.1580 1.2609
H -6.9209 1.3678 -0.7732
H -6.5890 2.2830 -3.0521
H -4.2788 2.5243 -3.9147
H -1.6893 3.1206 -2.7029
H -2.0295 1.8208 -3.8312
H -1.2258 1.4744 -2.2864
H -3.5242 1.0729 3.5880
H -2.8790 -0.8554 5.0786
H -1.0539 -2.3609 4.1746
H 2.9036 -1.7842 -0.6654
H 3.7773 -3.3206 -0.6247
H 2.9991 -2.6799 0.8435
H 2.5426 -5.0395 -1.7332
H 0.4238 -6.2294 -2.1845
H -1.6942 -5.3684 -1.2540
H -2.9251 -3.6757 -0.0673
H -2.1441 -2.1055 0.1968
H -2.0263 -3.3451 1.4331
O 4.3717 1.0140 0.2842
C 4.7163 0.6683 -0.9612
C 6.0727 0.6780 -1.2904
C 6.4948 0.2998 -2.5509
C 5.5688 -0.0982 -3.5086
C 4.2220 -0.1089 -3.1973
C 3.7686 0.2792 -1.9360
C 2.3279 0.2193 -1.5951
O 1.9407 0.6936 -0.4675
N 1.5438 -0.3364 -2.4907
N 0.2801 -0.6080 -2.0867
C -0.5513 -0.8613 -3.0290
S -1.9945 -1.8275 -2.8467
C -2.8096 -0.9053 -4.1953
C -1.8354 -0.8898 -5.3585
S -0.1351 -0.5602 -4.7358
H 3.3743 0.9350 0.3228
H 6.7769 0.9751 -0.5233
H 7.5538 0.3048 -2.7825
H 5.9015 -0.4041 -4.4934
H 3.4822 -0.4269 -3.9189
H -3.0219 0.0952 -3.8261
H -3.7377 -1.4186 -4.4446
H -2.0764 -0.1098 -6.0818
H -1.8095 -1.8577 -5.8595
C 2.0303 3.4497 1.4326
C 2.1784 2.7779 2.7678
C 3.0051 3.4118 3.6716
C 3.2469 2.8882 4.9296
C 2.6975 1.6550 5.2031
C 1.8700 0.9499 4.3281
C 1.5205 -0.4173 4.8609
C 1.4691 1.5590 3.0797
N 0.5047 1.2771 2.1358
H 2.8465 4.1596 1.2881
H 1.0924 4.0079 1.3749
H 2.0618 2.7173 0.6301
H 3.4757 4.3457 3.3807
H 3.8769 3.3983 5.6488
H 2.9385 1.1847 6.1512
H 2.2277 -0.6693 5.6552
H 1.5900 -1.1995 4.1126
H 0.5213 -0.4456 5.2955
N -0.2115 2.6192 -0.4213
H 0.5626 3.0021 -0.9468
H 0.0419 2.5557 0.5634
H -1.0270 3.2119 -0.5068